[1]
{
  "formula": "C37H107N5O18",
  "method": "ωB97M-V/def2-TZVPD",
  "elements": ["C", "O", "H", "H", "H", "H", "C", "O", "H", "H", "H", "H", "C", "O", "H", "H", "H", "H", "C", "O", "H", "H", "H", "H", "C", "O", "H", "H", "H", "H", "C", "O", "H", "H", "H", "H", "C", "O", "H", "H", "H", "H", "C", "O", "H", "H", "H", "H", "C", "O", "H", "H", "H", "H", "C", "O", "C", "C", "N", "C", "C", "O", "C", "H", "H", "H", "H", "H", "H", "H", "H", "H", "H", "H", "H", "H", "H", "H", "C", "O", "C", "C", "N", "C", "C", "O", "C", "H", "H", "H", "H", "H", "H", "H", "H", "H", "H", "H", "H", "H", "H", "H", "C", "O", "C", "C", "N", "C", "C", "O", "C", "H", "H", "H", "H", "H", "H", "H", "H", "H", "H", "H", "H", "H", "H", "H", "C", "O", "C", "C", "N", "C", "C", "O", "C", "H", "H", "H", "H", "H", "H", "H", "H", "H", "H", "H", "H", "H", "H", "H", "C", "C", "C", "O", "C", "N", "H", "H", "H", "H", "H", "H", "H", "H", "H", "H", "H"],
  "coordinates": [[4.350, -0.075, -0.355], [3.103, -0.268, -1.035], [5.179, -0.200, -1.052], [4.335, 0.935, 0.056], [4.528, -0.775, 0.461], [2.442, -0.029, -0.382], [-2.687, 0.229, 2.754], [-2.900, 0.716, 4.088], [-3.451, 0.616, 2.079], [-1.804, 0.662, 2.283], [-2.718, -0.860, 2.791], [-2.111, 1.181, 4.375], [5.489, -0.989, 3.309], [4.524, -1.873, 3.741], [5.952, -1.383, 2.404], [5.039, -0.020, 3.093], [6.295, -0.820, 4.024], [4.959, -2.603, 4.188], [0.799, -2.728, -1.666], [-0.208, -2.739, -2.629], [0.808, -3.716, -1.205], [1.749, -2.573, -2.177], [0.539, -2.051, -0.852], [0.049, -2.197, -3.378], [-0.108, 3.791, 4.827], [-0.650, 2.470, 4.890], [0.830, 3.744, 4.273], [-0.714, 4.486, 4.245], [0.052, 4.171, 5.835], [0.071, 1.960, 5.267], [-2.709, -2.987, 5.127], [-2.563, -2.927, 6.574], [-2.673, -4.034, 4.828], [-3.578, -2.414, 4.802], [-1.849, -2.430, 4.755], [-1.692, -3.192, 6.877], [1.644, 5.046, -1.083], [2.971, 4.801, -1.437], [1.397, 5.214, -0.034], [1.385, 5.935, -1.657], [1.028, 4.223, -1.445], [3.420, 4.455, -0.662], [2.994, -5.402, 1.820], [3.333, -6.681, 2.340], [2.058, -5.462, 1.265], [2.941, -4.562, 2.514], [3.703, -5.090, 1.053], [4.289, -6.760, 2.339], [3.382, 3.941, 2.331], [2.362, 4.942, 2.372], [3.452, 3.494, 3.322], [3.208, 3.185, 1.565], [4.270, 4.557, 2.190], [2.486, 5.680, 1.770], [-2.088, 0.353, -1.545], [-1.364, 0.704, -0.370], [-0.234, 1.508, -0.662], [0.584, 1.560, 0.609], [1.133, 0.198, 0.893], [1.456, 0.004, 2.276], [1.413, -1.511, 2.473], [0.065, -1.915, 2.357], [-0.090, -3.359, 2.692], [-3.047, -0.105, -1.302], [-1.682, -0.482, -2.117], [-2.312, 1.208, -2.182], [-0.488, 2.508, -1.016], [0.318, 1.025, -1.469], [-0.096, 1.860, 1.406], [1.367, 2.316, 0.542], [0.418, -0.497, 0.734], [0.734, 0.431, 2.973], [2.448, 0.376, 2.531], [1.761, -1.867, 3.443], [2.033, -1.978, 1.708], [-0.025, -3.560, 3.762], [0.608, -3.976, 2.126], [-1.130, -3.513, 2.405], [-1.904, -4.836, -0.259], [-3.154, -4.505, 0.286], [-3.386, -3.071, 0.231], [-3.877, -2.617, -1.225], [-4.858, -3.490, -1.842], [-4.969, -3.054, -3.229], [-5.747, -1.701, -3.359], [-4.796, -0.609, -3.244], [-5.030, 0.609, -3.865], [-1.933, -4.493, -1.293], [-1.840, -5.914, -0.401], [-1.014, -4.512, 0.282], [-2.553, -2.438, 0.537], [-4.150, -2.852, 0.977], [-2.931, -2.595, -1.767], [-4.271, -1.602, -1.182], [-4.363, -4.369, -1.801], [-5.583, -3.775, -3.769], [-3.991, -3.006, -3.708], [-6.552, -1.674, -2.624], [-6.361, -1.689, -4.260], [-4.142, 1.237, -3.924], [-5.727, 1.206, -3.277], [-5.424, 0.483, -4.873], [3.194, -4.116, -6.645], [2.529, -2.845, -6.412], [2.780, -2.240, -5.154], [1.898, -1.022, -4.963], [0.499, -1.484, -4.972], [-0.409, -0.345, -4.833], [-1.858, -0.754, -5.065], [-2.124, -1.460, -6.304], [-3.435, -2.006, -6.369], [4.274, -3.978, -6.698], [2.783, -4.467, -7.592], [3.078, -4.842, -5.841], [3.829, -1.944, -5.122], [2.647, -2.985, -4.370], [1.975, -0.397, -5.853], [2.176, -0.430, -4.091], [0.322, -2.106, -5.748], [-0.208, 0.394, -5.609], [-0.337, 0.069, -3.827], [-2.441, 0.163, -5.148], [-2.123, -1.350, -4.192], [-3.600, -2.315, -7.401], [-4.226, -1.303, -6.106], [-3.561, -2.955, -5.848], [-1.388, 4.870, 1.368], [-1.814, 4.523, 0.066], [-2.730, 5.396, -0.537], [-3.102, 4.829, -1.919], [-1.973, 4.932, -2.833], [-2.245, 4.413, -4.171], [-0.951, 4.285, -4.936], [-0.134, 3.322, -4.351], [1.047, 3.082, -5.036], [-0.934, 5.860, 1.420], [-0.644, 4.126, 1.652], [-2.230, 4.854, 2.060], [-2.229, 6.358, -0.648], [-3.677, 5.572, -0.028], [-3.847, 5.440, -2.428], [-3.643, 3.884, -1.976], [-1.142, 4.461, -2.506], [-2.922, 5.038, -4.754], [-2.742, 3.450, -4.055], [-0.425, 5.228, -5.082], [-1.098, 3.889, -5.941], [1.635, 3.991, -4.910], [0.909, 2.917, -6.105], [1.721, 2.313, -4.657], [3.617, 0.859, 8.303], [3.345, 0.064, 6.987], [2.364, 0.743, 5.975], [0.968, 0.708, 6.151], [0.393, -0.628, 6.108], [4.630, -0.132, 6.420], [3.922, 1.860, 7.997], [4.367, 0.339, 8.900], [2.690, 0.906, 8.874], [2.935, -0.915, 7.237], [2.606, 0.383, 4.975], [2.579, 1.801, 5.821], [0.584, -1.268, 5.246], [-0.677, -0.483, 6.259], [0.679, -1.206, 6.986], [4.586, -0.699, 5.585], [5.084, 0.743, 6.201]],
  "lowdin_charge": [-0.146, -0.150, 0.077, 0.066, 0.053, -0.005, -0.134, -0.126, 0.075, 0.054, 0.058, 0.017, -0.195, -0.124, 0.077, 0.078, 0.083, 0.095, -0.151, -0.143, 0.065, 0.072, 0.066, -0.001, -0.118, -0.134, 0.060, 0.070, 0.085, 0.020, -0.123, -0.141, 0.081, 0.086, 0.044, 0.060, -0.167, -0.097, 0.061, 0.091, 0.061, 0.057, -0.170, -0.104, 0.067, 0.061, 0.079, 0.072, -0.132, -0.147, 0.073, 0.054, 0.085, 0.066, -0.076, -0.167, -0.207, -0.144, -0.046, -0.194, -0.239, -0.205, -0.040, 0.064, 0.067, 0.088, 0.099, 0.120, 0.102, 0.104, 0.087, 0.113, 0.106, 0.098, 0.121, 0.079, 0.059, 0.076, -0.120, -0.190, -0.149, -0.214, -0.043, -0.198, -0.158, -0.227, -0.132, 0.076, 0.092, 0.063, 0.104, 0.114, 0.089, 0.095, 0.098, 0.115, 0.093, 0.119, 0.109, 0.059, 0.087, 0.084, -0.075, -0.198, -0.229, -0.172, -0.067, -0.188, -0.186, -0.169, -0.102, 0.079, 0.088, 0.081, 0.120, 0.112, 0.117, 0.121, 0.124, 0.112, 0.108, 0.115, 0.103, 0.086, 0.077, 0.077, -0.099, -0.201, -0.213, -0.199, -0.055, -0.197, -0.235, -0.206, -0.125, 0.088, 0.069, 0.092, 0.122, 0.120, 0.114, 0.110, 0.077, 0.122, 0.101, 0.129, 0.120, 0.089, 0.089, 0.085, -0.046, -0.427, -0.184, -0.203, -0.045, 0.038, 0.074, 0.075, 0.074, 0.129, 0.099, 0.124, 0.076, 0.097, 0.083, 0.030, 0.082],
  "mol_weight_g_mol": 910.3,
  "homo_lumo_gap_ev": 8.90,
  "lumo_ev": 0.1,
  "homo_energy_ev": -8.8
}

---

[2]
{
  "formula": "C5H6O",
  "method": "ωB97M-V/def2-TZVPD",
  "elements": ["C", "C", "C", "O", "C", "C", "H", "H", "H", "H", "H", "H"],
  "coordinates": [[2.676, 0.398, 0.121], [1.641, -0.199, -0.036], [0.455, -1.022, 0.101], [-0.466, -1.271, -0.947], [-0.924, -0.493, 0.153], [-1.410, 0.894, -0.214], [3.591, 0.931, 0.265], [0.667, -1.930, 0.669], [-1.558, -1.022, 0.866], [-1.185, 1.084, -1.267], [-0.990, 1.705, 0.388], [-2.500, 0.924, -0.100]],
  "nbo_charge": [-0.201, -0.052, -0.020, -0.468, 0.085, -0.648, 0.237, 0.208, 0.178, 0.235, 0.225, 0.220],
  "e_above_lowest_ev": 2.877,
  "smiles": "C#C[C@@H]1O[C@@H]1C",
  "mol_weight_g_mol": 82.1,
  "homo_lumo_gap_ev": 10.91,
  "lumo_ev": 1.0,
  "homo_energy_ev": -9.9
}

---

[3]
{
  "formula": "C2H6N2O",
  "method": "ωB97M-V/def2-TZVPD",
  "elements": ["C", "N", "C", "N", "O", "H", "H", "H", "H", "H", "H"],
  "coordinates": [[0.997, -0.955, -0.555], [0.252, -1.064, 0.628], [-0.606, -0.208, 1.004], [-1.285, 0.841, 0.185], [-0.385, 1.346, -0.765], [0.170, -0.879, -1.327], [1.715, -1.880, -0.792], [1.775, -0.120, -0.683], [-1.266, -0.496, 1.824], [-1.623, 1.595, 0.743], [0.257, 1.820, -0.263]],
  "nbo_charge": [-0.452, -0.439, 0.220, -0.339, -0.556, 0.213, 0.190, 0.198, 0.171, 0.347, 0.448],
  "e_above_lowest_ev": 4.102,
  "smiles": "C/N=C\\NO",
  "mol_weight_g_mol": 74.1,
  "homo_lumo_gap_ev": 9.86,
  "lumo_ev": 0.6,
  "homo_energy_ev": -9.3
}